1.
19
Properties=species:S:1:pos:R:3:lowdin_charge:R:1 method="wB97M-V/def2-TZVPD" e_lumo_ev=0.922 homo_ha=-0.345 orbital_gap_ev=10.320 energy_ev=-8461.624 de_lowest_kcal_mol=62.95
O -0.8273 -2.8239 -0.8779 -0.007
C 1.3555 1.9336 -0.5358 -0.036
C -1.6762 1.0488 0.2061 -0.090
C -0.6206 0.2670 0.9363 -0.145
C 0.0749 -1.7875 -0.6213 -0.316
C 1.0083 -1.8392 0.5894 -0.034
C -0.0934 -0.8650 0.5021 -0.240
H -1.7367 0.7554 -0.8474 0.086
H 0.9033 -2.6929 1.2557 0.108
H 2.0331 -1.4862 0.4641 0.105
H 2.4402 1.9361 -0.4338 0.026
H -2.6536 0.8846 0.6685 0.074
H -1.5356 -2.7564 -0.2270 0.097
H -0.2054 0.7252 1.8354 0.117
H 0.5028 -1.4050 -1.5494 0.149
H 0.9960 0.9336 -0.3214 -0.023
H -1.4773 2.1269 0.2450 0.070
H 0.9104 2.6289 0.1834 0.029
H 1.0493 2.2042 -1.5474 0.032

=====

2.
65
Properties=species:S:1:pos:R:3:lowdin_charge:R:1 method="wB97M-V/def2-TZVPD" e_lumo_ev=0.568 homo_ha=-0.314 orbital_gap_ev=9.113 energy_ev=-35503.230 de_lowest_kcal_mol=2.00
O 2.3391 -0.6082 1.4157 0.048
O -2.3025 2.9740 -1.9188 -0.229
O 0.2302 1.0358 -6.0438 0.050
N -0.2998 1.3642 -3.8747 0.120
N 0.2023 -4.1090 3.2844 0.115
N 0.6234 -1.1405 0.0313 -0.045
N 1.2231 -2.1573 3.5220 0.041
C 1.0672 -0.8992 -2.3878 -0.133
C 1.3246 -1.2641 1.1949 -0.385
C 1.0959 1.3996 -3.4447 -0.298
C 1.7777 -1.1793 5.6905 -0.149
C 0.2384 -3.4725 2.0821 -0.094
C -0.7469 -1.5932 -0.1377 -0.042
C 0.9715 -3.5206 5.5915 -0.084
C -2.5745 3.2136 -0.5551 -0.096
C 1.1754 2.0209 -2.0533 -0.126
C -2.0939 1.2636 -5.5559 -0.104
C -0.6171 1.2324 -5.1873 -0.487
C 2.0316 -2.5984 6.1911 -0.387
C 0.8638 -2.2552 2.1882 -0.125
C 0.7961 -3.2886 4.1279 -0.298
C 2.0294 -2.6744 7.7105 -0.074
C -3.2199 3.6378 -2.7749 -0.236
C -3.0630 1.8012 -4.5115 -0.201
C 1.9543 -1.0773 4.1845 -0.113
C -2.8613 3.2899 -4.2024 -0.173
C 1.1852 -0.2671 -1.0030 -0.287
C 1.7081 -0.0029 -3.4430 -0.130
C 0.5515 1.1229 -0.9852 -0.135
H 2.2414 -0.1599 -0.7566 0.146
H 0.0143 -1.0521 -2.6443 0.110
H -3.5685 2.8434 -0.2799 0.093
H -2.5231 4.2837 -0.3263 0.092
H -1.8181 3.5760 -4.3626 0.119
H 3.0060 -1.1494 3.9071 0.129
H 0.7619 -0.8796 5.9718 0.128
H 1.0733 -2.3266 8.1099 0.083
H -1.2167 -1.7469 0.8293 0.088
H 1.2157 -4.5718 5.7489 0.126
H 2.4636 -0.4747 6.1653 0.121
H 2.2301 2.1819 -1.8145 0.125
H 1.5436 -1.8823 -2.3824 0.124
H -0.8091 -2.5225 -0.7089 0.092
H 1.5924 -0.1261 3.8014 0.125
H 2.8179 -2.0535 8.1384 0.078
H -3.4581 3.9028 -4.8811 0.120
H -4.2428 3.3134 -2.5365 0.129
H -1.8225 2.6892 0.0305 0.078
H -0.5268 1.0427 -1.1557 0.088
H -0.9960 1.7073 -3.2303 0.094
H -2.9741 1.2181 -3.5904 0.109
H 0.6913 3.0007 -2.0549 0.115
H -2.1572 1.8330 -6.4850 0.125
H -4.0848 1.6397 -4.8616 0.115
H 2.7802 0.0928 -3.2436 0.124
H 2.1816 -3.6987 8.0548 0.080
H -1.3159 -0.8339 -0.6743 0.083
H 0.0143 -3.3426 6.0947 0.129
H -3.1632 4.7201 -2.6058 0.126
H 0.6906 1.5644 0.0047 0.124
H 1.6463 2.0150 -4.1603 0.147
H -2.3521 0.2337 -5.8163 0.125
H -0.1626 -3.9330 1.1944 0.105
H 3.0141 -2.9162 5.8220 0.148
H 1.6029 -0.4362 -4.4373 0.112

=====

3.
100
Properties=species:S:1:pos:R:3:lowdin_charge:R:1 method="wB97M-V/def2-TZVPD" e_lumo_ev=0.985 homo_ha=-0.191 orbital_gap_ev=6.191 charge=-1 energy_ev=-203537.682 de_lowest_kcal_mol=28.84
Rb -3.0090 -0.5525 -0.1510 0.863
Cl -3.9803 -6.2977 3.2501 0.694
Cl -5.8568 -7.9956 1.6507 0.675
Cl 4.1757 1.3487 3.9772 0.651
Cl 7.9290 1.5503 1.4513 0.691
Cl -6.3044 -3.8441 -1.9754 0.611
Cl -6.9002 -6.8358 -1.1276 0.685
Cl 8.7766 -3.0181 -1.2040 0.686
Cl -3.0733 -3.5335 2.2532 0.755
S 1.9205 -2.0907 -2.8719 0.524
S -0.1442 -4.3060 -3.0780 0.884
S 6.1035 -0.8919 3.7425 0.964
O -4.8690 -2.4508 0.0993 -0.308
O -0.8346 -0.8525 1.4919 -0.224
O -7.8974 4.6760 2.8986 0.088
O -9.0239 4.4564 1.0718 0.105
O 3.5390 0.7502 0.1545 -0.138
O -1.2763 1.8716 -1.3003 -0.054
O 0.6217 -2.5559 1.7692 -0.021
N 5.5551 2.4193 -1.8149 -0.096
N -5.6294 2.6025 -2.0912 0.138
N 0.4598 -3.1766 -0.8966 -0.081
N -3.6547 4.5906 -1.7653 0.144
N -0.6400 -1.8339 3.5038 -0.104
N 0.4679 1.5396 -2.6807 0.173
N 0.0616 -2.5152 4.4313 -0.009
N -8.0099 4.5408 1.7039 -0.368
N 0.5928 0.9282 -0.4681 0.203
N 5.7584 1.9280 -3.9414 0.052
C 6.9703 2.1184 -3.4373 -0.179
C 5.7647 -2.1119 2.5341 -0.415
C -0.1216 1.4501 -1.4456 -0.697
C 4.6367 -1.9637 1.7851 -0.111
C 6.3974 -1.7384 -1.2456 -0.087
C -4.6286 4.5137 -0.8640 -0.150
C 4.7812 1.3484 0.3576 -0.277
C -4.9456 -3.6946 0.3472 -0.558
C -4.7400 5.3890 0.2598 -0.126
C -2.8389 6.5459 -0.6131 -0.058
C -6.6290 3.2716 0.0191 -0.077
C 4.9438 2.6329 -0.4898 -0.033
C 0.7986 -3.1048 -2.1815 -1.186
C 7.7134 -1.7309 -0.7921 -0.689
C -5.6948 -4.6187 -0.4766 -0.561
C -5.5732 3.3840 -0.9592 -0.100
C -1.2923 -4.5371 -1.5861 -0.367
C 5.8989 0.3110 0.0117 -0.147
C -7.4657 1.3353 -1.1194 -0.036
C 4.9210 2.0549 -2.9340 -0.180
C -6.7128 4.3626 0.9501 -0.100
C -0.2041 -1.7355 2.1319 -0.791
C 2.9499 0.0552 1.3057 -0.112
C -4.4025 -4.3136 1.5123 -0.610
C -5.8415 5.3118 1.1655 0.037
C 7.2483 0.2778 0.4762 -0.596
C -2.7763 5.5774 -1.6207 -0.100
C -0.3657 -4.2556 -0.4500 -0.272
C 5.5287 -0.7306 -0.8728 -0.025
C 3.9585 -0.7119 2.1006 -0.271
C -4.7839 -5.5897 1.9413 -0.761
C -3.7911 6.4180 0.3299 -0.028
C 8.1201 -0.7151 0.0272 -0.152
C -5.5817 -6.3905 1.2232 -0.791
C 6.9045 2.4705 -2.0954 -0.058
C 4.6069 -0.1373 3.2022 -0.939
C -7.5160 2.1887 -0.0500 -0.008
C -6.0529 -5.8823 -0.0232 -0.729
C -6.5414 1.6370 -2.1039 -0.136
H -2.0137 5.5814 -2.3810 0.108
H 1.1355 0.8636 -2.8947 0.028
H -0.0995 -3.5093 4.2031 0.085
H 5.6124 3.3208 -0.0080 0.112
H 4.9704 1.6260 1.3954 0.102
H 6.5122 -2.8701 2.3225 0.071
H 0.7565 -2.4439 -0.2336 0.110
H -0.1442 1.9056 -3.3706 0.095
H -6.4150 0.9837 -2.9738 0.116
H -3.7292 7.0261 1.2578 0.133
H 6.1047 -2.5012 -1.9470 0.109
H 4.3376 -2.6151 0.9455 0.135
H 0.3647 -5.1113 -0.1218 0.163
H -1.3761 -1.1999 3.7820 0.115
H 2.5596 0.8665 1.9414 0.116
H -1.6654 -5.5932 -1.6176 0.100
H -5.9842 6.0226 1.9872 0.145
H -2.0212 7.1920 -0.5536 0.089
H 4.0657 3.2634 -0.6419 0.140
H 2.1581 -0.5845 0.9685 0.095
H -2.0564 -3.8081 -1.6298 0.059
H 1.5431 0.5932 -0.6122 0.076
H 7.8585 2.2113 -4.0236 0.086
H 9.1037 -0.8213 0.4974 0.109
H -8.0430 0.4094 -1.0779 0.122
H 7.5527 2.7431 -1.3096 0.085
H -8.1066 1.9940 0.8441 0.128
H 3.8176 1.9104 -2.9140 0.139
H 0.0296 0.4777 0.2198 0.052
H 4.5019 -0.8547 -1.2570 0.112
H 1.0440 -2.3651 4.3253 0.061
H -0.8759 -3.8565 0.4743 0.095

=====

4.
14
Properties=species:S:1:pos:R:3:lowdin_charge:R:1 method="wB97M-V/def2-TZVPD" e_lumo_ev=-0.234 homo_ha=-0.357 orbital_gap_ev=9.476 energy_ev=-11213.682 de_lowest_kcal_mol=71.37
O 0.7267 -1.5530 -1.0904 0.074
N -2.1756 -0.7709 -1.1277 0.183
N 0.9603 0.5023 -0.1096 -0.057
N 2.3131 0.2735 0.2137 0.041
N -1.0317 0.6362 1.9374 0.114
C -1.2295 -0.3863 -0.3967 -0.261
C -1.3957 0.7024 0.7358 -0.200
C 0.2204 -0.5085 -0.7296 -0.441
H 2.3827 -0.7112 0.4798 0.088
H -0.3021 -0.0463 2.1436 0.060
H -2.1741 1.4102 0.4675 0.100
H 2.8824 0.3887 -0.6272 0.087
H -1.8762 -1.4125 -1.8665 0.077
H 0.6992 1.4755 -0.0302 0.135